(1)
16
Properties=species:S:1:pos:R:3 method="wB97M-V/def2-TZVPD" multiplicity=2 s_squared=0.75 e_tot_ev=-4329.9101 total_charge=+1 homo_energy_ev="-16.391 / -15.177"
C -0.56 0.59 2.80
C 0.20 0.47 1.43
H -1.42 1.20 2.83
H -0.96 -0.45 2.85
H 0.00 0.82 3.79
H 0.75 -0.56 1.36
H 0.82 1.43 1.29
H -0.49 0.53 0.63
C -0.54 -0.35 -2.39
C 0.87 -0.70 -1.90
H -0.45 0.27 -3.30
H -1.06 -1.32 -2.46
H -1.09 0.26 -1.56
H 1.12 -1.62 -1.49
H 1.37 -0.16 -1.07
H 1.62 -0.39 -2.58

---

(2)
16
Properties=species:S:1:pos:R:3 method="wB97M-V/def2-TZVPD" multiplicity=2 s_squared=0.75 e_tot_ev=-4330.7133 total_charge=+1 homo_energy_ev="-16.373 / -15.456"
C -0.40 -0.20 2.33
C -1.22 -0.62 1.19
H 0.68 0.06 2.14
H -0.87 0.65 2.83
H -0.15 -0.97 3.10
H -2.07 0.02 0.96
H -1.55 -1.69 1.20
H -0.58 -0.65 0.25
C 0.11 0.75 -1.89
C 1.43 0.05 -1.68
H -0.78 0.16 -2.12
H -0.25 1.32 -0.99
H 0.25 1.54 -2.62
H 1.93 0.49 -0.80
H 2.18 0.08 -2.47
H 1.27 -1.00 -1.42